Record 1
The following is a DFT calculation (the ωB97M-V functional and the def2-TZVPD basis) of C23H50N3O6PS2SiW as an isolated structure at a distorted geometry.

- E_HOMO (spin up / spin down) (eV) = -9.9 / -9.5
- 2S+1 = 2
- largest force on an atom (hartree/bohr) = 0.022
- lowest unoccupied orbital energy (spin up / spin down) (eV) = -2.2227 / -2.1432
- energy relative to the best compared isomer or geometry (same formula, charge and spin) (kcal per mole) = 9.1
- DFT total energy (a.u.) = -3016.55200
- gap between HOMO and LUMO (spin up / spin down) (eV) = 7.68 / 7.40
- total charge = +1

CARTESIAN COORDINATES (ANGSTROEM)
W (-0.64119, 0.45338, 0.70966)
S (-0.82882, 0.79872, 3.09149)
S (-0.46954, 2.94346, 0.72305)
P (-0.92239, 2.79893, 2.65917)
Si (1.73442, -0.86151, -0.84999)
O (-2.35449, 3.39293, 2.92487)
O (0.83512, 0.47447, -0.51738)
O (3.23488, -0.73817, -0.26821)
O (0.93079, -2.12262, -0.16405)
O (1.64956, -1.28211, -2.39881)
O (-0.01602, 3.63398, 3.65166)
N (-2.24610, 0.26791, -0.58311)
N (-3.82552, -0.93696, -1.87165)
N (-1.80658, -1.89483, -1.28337)
C (-3.06339, 1.44706, -0.90908)
C (-0.66954, -2.40854, 1.58967)
C (-4.25125, 2.34785, 4.00901)
C (0.44256, -1.23329, -4.43143)
C (-4.89753, 0.04835, -1.74737)
C (1.42320, 3.44879, 3.69075)
C (1.64864, -0.65439, -3.69552)
C (1.98376, 4.37078, 4.74359)
C (4.12475, 0.29776, 0.20900)
C (-2.95069, -2.80169, -3.21285)
C (-3.03349, 3.22026, 4.20324)
C (-2.02794, -3.10927, -2.05135)
C (1.04614, -4.14363, 1.06889)
C (-2.64830, -0.85197, -1.23294)
C (3.53502, 0.99730, 1.43238)
C (5.41626, -0.42617, 0.57227)
C (-4.18404, -2.11380, -2.66183)
C (1.52190, 0.85858, -3.59887)
C (1.75021, -2.00361, 2.15130)
C (-4.53623, 1.12066, -0.74083)
C (2.95277, -1.05113, -4.37581)
C (4.36657, 1.30872, -0.90152)
C (0.78466, -2.64302, 1.16590)
H (2.40746, 1.29415, -3.14844)
H (-2.77146, 2.25614, -0.24520)
H (3.47747, 0.32148, 2.28448)
H (3.06939, 4.30054, 4.75001)
H (5.22148, -1.19316, 1.32011)
H (-2.46081, -3.88601, -1.41144)
H (2.07978, -4.32238, 0.78223)
H (-3.29750, 4.22593, 4.52590)
H (6.14266, 0.27520, 0.98036)
H (1.70841, 5.40174, 4.53368)
H (0.39660, -4.59473, 0.32075)
H (-5.81304, -0.48351, -1.47483)
H (1.61969, 2.39821, 3.91878)
H (0.65162, 1.13950, -3.01169)
H (0.42471, -0.90081, -5.46859)
H (-0.85335, -1.73884, -0.97058)
H (-4.78380, 2.24816, 4.95454)
H (1.57817, -0.92673, 2.24949)
H (-3.23847, -3.71453, -3.73059)
H (1.41499, 1.28526, -4.59660)
H (-4.76224, -2.80239, -2.03311)
H (-4.71356, 0.78029, 0.28130)
H (-1.12566, -1.42743, 1.25780)
H (4.17738, 1.83270, 1.71197)
H (-2.44475, -2.15130, -3.92887)
H (5.13924, 2.01801, -0.60765)
H (-2.33557, 2.79870, 4.92945)
H (0.48768, -2.32208, -4.41863)
H (3.01205, -2.13280, -4.48429)
H (-0.48311, -0.91081, -3.94935)
H (-2.85297, 1.77095, -1.93597)
H (3.80207, -0.71944, -3.77956)
H (-1.33684, -3.13235, 1.11589)
H (3.02419, -0.59701, -5.36321)
H (-5.05288, 0.48901, -2.73759)
H (-1.05042, -3.45430, -2.38450)
H (-3.96687, 1.35301, 3.66972)
H (2.54507, 1.39980, 1.21505)
H (0.86303, -4.62777, 2.02746)
H (1.61586, 4.10208, 5.73138)
H (-0.80339, -2.45446, 2.66893)
H (3.45733, 1.87019, -1.10953)
H (5.84779, -0.90104, -0.30634)
H (-4.83975, -1.77432, -3.46401)
H (1.61177, -2.45333, 3.13436)
H (2.77701, -2.16608, 1.83629)
H (1.81250, 3.67475, 2.69591)
H (4.69463, 0.80255, -1.80817)
H (-5.15422, 2.00187, -0.90896)
H (-4.92759, 2.79424, 3.28190)

Record 2
The following is a DFT calculation (the ωB97M-V functional and the def2-TZVPD basis) of a 8-piece molecular cluster, C23H50NO15S overall at a distorted geometry.

- E_HOMO (eV) = -3.4
- largest force on an atom (hartree/bohr) = 0.198
- lowest unoccupied orbital energy (eV) = 1.8759
- energy relative to the best compared isomer or geometry (same formula, charge and spin) (kcal per mole) = 0.0
- DFT total energy (a.u.) = -2487.64020
- gap between HOMO and LUMO (eV) = 5.32
- total charge = -1

CARTESIAN COORDINATES (ANGSTROEM)
S (-1.29818, 0.16947, 3.64327)
O (3.31404, 2.89625, 2.60874)
O (-1.91733, -0.73007, 2.62056)
O (-5.65421, -1.57014, -1.52107)
O (2.34923, -1.95299, 0.63737)
O (0.12939, 0.29970, 3.16638)
O (1.59844, 1.40185, -2.48311)
O (-0.15826, -1.98902, -1.93938)
O (-3.71581, -0.49153, -1.29130)
O (1.25713, -3.79943, 1.29919)
O (4.12732, 2.13948, 4.56105)
O (-1.79549, 4.95364, 0.54533)
O (-1.29674, -0.23706, 5.01631)
O (-0.85676, -4.17968, -2.22198)
O (-0.88991, 3.27147, -0.71373)
O (-1.81507, 1.52521, 3.51909)
N (-0.28037, -0.05296, 0.32860)
C (3.53831, 1.58250, -4.00624)
C (-2.55040, 1.12827, -2.81352)
C (2.58934, 0.81974, -3.04981)
C (-1.04220, 3.93929, 0.39668)
C (3.33678, 1.61349, 1.93942)
C (0.74732, -3.12205, 2.49392)
C (2.18900, -3.16410, 0.57744)
C (-3.53273, 0.01871, -2.61235)
C (2.96645, 1.77770, 0.44010)
C (0.44534, -3.15174, -3.85747)
C (-4.47437, -2.00443, 0.42638)
C (3.84162, 2.98368, 3.79940)
C (-0.09752, -3.96678, 3.34112)
C (-3.40255, 6.69000, 0.04017)
C (2.93722, -0.54369, -2.58579)
C (-2.40891, -5.51057, -0.95478)
C (-2.58254, 5.51522, -0.55818)
C (2.80304, -3.99726, -0.47280)
C (-0.24838, -3.03560, -2.58457)
C (-0.24299, 3.59082, 1.55865)
C (-4.68159, -1.33757, -0.93555)
C (3.93008, 4.43679, 4.18394)
C (-1.30975, -4.47868, -0.87619)
H (2.81131, 0.68539, -0.06329)
H (-0.74052, -0.92319, 0.64497)
H (-3.88848, -2.71390, 0.34661)
H (-0.00684, 2.51400, 1.64534)
H (3.61619, 2.43597, -0.17555)
H (1.16571, -2.34647, -3.92496)
H (-3.00696, 1.81083, -2.32869)
H (-3.43284, 4.82664, -0.83157)
H (3.09194, 2.62650, -4.41909)
H (0.35936, -4.95782, 3.77660)
H (-1.49477, -3.35199, -0.60290)
H (-0.27966, -2.91818, -4.51656)
H (-3.04386, -0.78870, -3.38355)
H (-2.76986, 7.55011, 0.50792)
H (0.33410, -2.12693, 2.42789)
H (-2.73065, -5.64471, 0.05392)
H (4.60297, 4.45445, 5.01594)
H (4.35886, 5.22573, 3.42178)
H (0.58082, -0.23535, 0.95713)
H (-1.87641, -6.41388, -1.18373)
H (-3.98327, 7.25898, -0.71674)
H (-0.88452, 3.74648, 2.52844)
H (-1.64647, 0.80477, -2.62682)
H (-0.83691, 0.69515, 0.58916)
H (-2.15982, 5.85511, -1.48772)
H (-2.54809, 1.60088, -3.80043)
H (0.75552, -4.19633, -4.29151)
H (2.58486, -3.76123, -1.46811)
H (-3.93939, -1.28150, 1.12615)
H (-0.96991, -4.25737, 2.87650)
H (3.22231, -1.37303, -3.21306)
H (-3.04293, -5.36577, -1.82146)
H (3.62390, -0.41114, -1.86912)
H (2.65450, -5.08317, -0.16138)
H (2.04018, 2.16558, 0.33262)
H (3.81880, -3.65858, -0.40717)
H (-0.45494, -3.50369, 4.30708)
H (3.29377, 1.26008, -5.07199)
H (-4.50365, 0.22797, -3.07822)
H (-0.29841, -4.82091, -0.35564)
H (2.36791, -1.11651, -1.93439)
H (3.11438, 4.71242, 4.52407)
H (2.63655, 0.94525, 2.54272)
H (0.60564, 4.15798, 1.67183)
H (1.57138, -2.72476, 3.09499)
H (-4.03506, 6.22133, 0.82967)
H (-5.38085, -2.23802, 1.04036)
H (4.67462, 2.04152, -3.49982)
H (-0.10548, -0.07173, -0.60072)
H (4.32695, 1.02376, 1.90726)

- Number 1 is which compound?
  C23H50N3O6PS2SiW

- The highest DFT total energy belongs to which entry?
  C23H50NO15S

- Number 2 is which compound?
  C23H50NO15S